(1)
A cluster of 10 separate species, C30H60FN3O21S6 in total. Source: OMol25; level of theory: wB97M-V/def2-TZVPD.

The SMILES is O=C1OC[C@@H](F)O1.C[N+](=O)[O-].C[N+](=O)[O-].C[N+](=O)[O-].O=S1(=O)CCCC1.O=S1(=O)CCCC1.O=S1(=O)CCCC1.O=S1(=O)CCCC1.O=S1(=O)CCCC1.O=S1(=O)CCCC1. Its orbital gap is 9.525 eV. The molar mass comes out at 1010.2 g mol⁻¹. The energy comes out at -147268.872 eV.

Structure (XYZ):
```
121
Properties=species:S:1:pos:R:3:forces:R:3
H -5.068 -1.397 2.650 0.101 0.586 1.094
H -0.706 -6.128 -3.413 -0.747 0.634 -0.401
C -2.599 3.944 1.917 0.887 0.779 -0.759
O 0.203 -6.749 0.841 -0.322 -0.040 0.121
H -1.337 -4.287 0.073 -0.062 0.297 0.146
H -0.628 1.385 1.205 0.178 0.103 0.189
C 1.307 4.921 -2.334 -1.511 -0.066 0.562
H -0.021 2.125 -0.248 0.028 -0.177 -0.208
O 5.884 -0.879 -3.916 0.242 0.638 0.436
H 7.855 1.172 -3.178 -0.095 -0.098 -0.120
H -2.057 -5.677 1.920 0.266 -0.168 -0.211
C -2.941 -4.916 -1.182 -0.582 1.074 -0.475
H -1.883 -6.754 -0.793 0.187 0.231 0.087
O 3.308 -0.489 1.314 0.212 0.039 0.264
C 0.161 -0.069 -0.116 0.514 -0.344 -0.791
H -5.755 -1.898 -0.653 0.426 0.482 0.391
H -4.707 5.647 2.313 0.433 -0.063 -0.051
C 6.202 2.044 -1.936 -0.861 0.950 -0.828
S -6.373 0.250 -1.620 -0.556 -1.014 -0.149
H -1.540 -3.718 3.801 -0.423 0.268 -0.383
O -2.641 4.996 -0.518 -0.292 -0.340 -0.347
O -7.644 0.055 -2.280 0.261 0.346 0.086
H 5.633 1.134 -0.054 0.064 -0.009 -0.008
O -3.117 2.524 -0.296 -0.019 0.348 -0.346
O 6.801 0.078 4.846 0.364 -0.359 -0.748
H -1.357 -3.501 2.022 0.100 0.252 0.121
N -3.315 -0.612 1.910 0.199 -0.396 0.043
H -4.989 0.530 2.474 -0.090 -0.277 0.754
H 2.337 1.562 0.337 -0.244 0.375 -0.229
H 5.928 -2.016 3.693 -0.213 -0.328 -0.549
C 1.551 1.509 1.095 0.591 -0.395 -0.458
O -2.961 -1.576 1.248 0.024 0.182 -0.005
H -5.635 1.687 -3.399 -0.137 -0.358 -0.227
C -1.308 -5.534 2.701 -0.583 -0.496 -0.351
S 0.237 -6.348 2.230 0.998 0.933 -0.144
C 5.167 1.374 -1.014 0.344 -0.289 0.446
H -5.826 4.452 2.771 -0.188 -0.354 -0.420
C 0.173 1.322 0.463 -0.283 0.422 0.751
C -1.021 -4.047 2.899 -0.236 -0.570 1.012
H 5.686 6.258 0.938 -0.283 0.171 -0.273
H 0.930 -2.009 0.556 0.638 0.134 0.072
C 0.079 4.078 -2.692 0.526 -0.126 -0.401
S 2.025 -0.083 1.838 -1.545 0.056 -0.741
C 0.685 -1.025 0.955 -0.268 0.459 0.542
O 3.438 5.621 -0.393 0.574 0.262 -0.200
H 1.349 -4.520 1.340 0.123 0.078 0.002
H -5.303 5.015 0.144 -0.165 -0.178 -0.115
C 1.286 -4.856 2.378 -1.164 0.125 -0.755
C 4.718 0.092 -1.709 0.153 0.087 -0.471
H 4.290 -0.719 -1.125 0.179 0.165 0.382
C -5.528 -1.337 -1.559 -0.164 -0.434 -0.321
H 2.282 -5.127 2.713 -0.111 -0.042 0.321
H -3.561 -1.947 -2.256 -0.050 -0.009 -0.098
C -0.909 -5.728 -2.423 0.946 -0.046 1.468
O 0.648 -7.286 3.237 -0.332 -0.278 0.171
C 6.055 -1.148 3.049 0.482 -0.286 -0.342
C -3.785 3.722 2.850 0.822 -0.179 -0.927
C -4.758 -0.476 2.157 -0.695 -0.704 -1.498
O 0.571 6.077 -5.404 0.058 0.361 0.386
H 6.670 2.922 -1.482 0.329 -0.387 0.403
H -5.289 -0.650 1.217 0.457 0.520 -0.264
H 3.986 0.369 -2.469 0.232 -0.249 -0.334
C -2.168 -6.135 -1.645 -0.137 -1.385 -0.714
H 7.741 0.844 -1.400 0.526 -0.616 -0.420
O 0.648 -3.814 -1.630 -0.006 0.875 -0.018
O 3.783 4.021 0.973 0.330 -0.266 -0.032
S 6.212 -0.569 -2.540 -0.188 -0.251 -0.352
H 0.698 -3.961 4.263 -0.367 -0.334 0.071
C -4.266 -0.110 -3.218 0.990 -0.196 0.448
H 6.409 -1.330 2.037 0.128 -0.509 0.204
H 1.666 2.367 1.750 -0.006 -0.247 0.340
H 4.324 2.021 -0.777 -0.023 0.050 -0.172
O 1.770 -0.043 3.258 0.221 -0.369 -0.126
C -4.087 -1.031 -1.987 -0.244 -0.679 -0.297
H 0.249 3.006 -2.601 0.095 0.052 0.112
H -0.805 -0.406 -0.493 -0.120 0.135 0.187
O -6.369 0.857 -0.298 0.248 0.152 -0.368
H -2.214 -2.857 -0.617 -0.089 -0.016 0.029
O 6.839 -1.626 -1.772 -0.295 0.643 0.138
N 4.179 4.947 0.289 -0.965 0.036 0.760
C 0.565 5.568 -4.333 -0.613 -1.000 -1.158
O 8.278 -0.423 3.347 -0.595 -0.189 -0.108
H -6.018 -1.951 -2.319 0.075 0.258 -0.274
O -1.239 -3.120 -3.181 0.400 -0.166 0.186
C -4.891 4.574 2.221 -0.071 0.077 0.737
H 5.720 2.526 -2.796 -0.245 -0.524 -0.124
C -5.144 1.009 -2.703 -0.504 0.960 0.559
H 5.980 5.417 -0.625 0.075 0.122 0.054
H -0.824 4.369 -2.152 0.122 0.129 0.020
H 0.828 -0.057 -0.985 0.059 -0.317 0.040
H 6.140 4.581 0.973 -0.171 -0.270 -0.216
C 7.197 0.972 -2.341 -0.405 -0.112 1.073
H -1.675 3.368 1.991 -0.428 -0.613 0.134
C 5.605 5.322 0.389 0.502 0.001 0.033
H -4.634 -0.676 -4.074 -0.626 0.051 0.200
H -2.228 4.972 1.992 -0.301 0.108 0.121
H -3.300 0.243 -3.584 -0.001 0.308 0.302
H -2.695 -6.829 -2.305 -0.630 0.339 0.226
H -5.484 3.270 0.513 -0.077 -0.005 0.162
O 1.159 6.015 -3.215 0.972 -0.024 0.674
F 2.455 4.234 -2.590 0.164 0.061 -0.227
H -0.078 -1.163 1.725 -0.057 0.107 -0.002
H -3.524 -4.487 -2.006 -0.002 -0.120 -0.029
H -3.504 -0.577 -1.184 -0.108 0.330 -0.055
H -4.068 2.670 2.774 -0.042 -0.041 0.340
O -2.559 0.181 2.423 0.001 0.180 -0.092
H -4.638 1.651 -1.975 0.512 -0.145 -0.244
H -1.699 -6.089 3.553 0.296 0.271 0.289
H 1.315 5.263 -1.303 0.239 0.197 -0.134
O -0.045 4.375 -4.086 -0.169 0.309 0.084
C -1.901 -3.883 -0.771 0.935 -0.795 -0.117
C -4.944 4.186 0.753 -0.014 0.469 -1.016
N 7.143 -0.437 3.781 -0.405 1.217 0.956
C 0.448 -3.858 3.205 1.701 0.075 -0.065
H -3.466 3.963 3.860 -0.409 0.062 0.127
H -3.650 -5.063 -0.368 0.115 -0.407 0.012
H 5.114 -0.615 2.961 0.220 0.462 0.538
S -0.702 -3.950 -2.120 -0.366 -0.752 -0.304
S -3.221 3.884 0.199 -0.077 -0.249 2.325
H -0.067 -6.138 -1.858 0.089 0.249 0.042
H 0.759 -2.837 2.991 0.026 0.021 -0.157
```
Forces are in eV/Å.

Atomic partial charges in e from the Mulliken method, atoms 1 to 4:
1 H 0.26
2 H 0.50
3 C -0.83
4 O -0.57

(2)
An isolated molecule of C6H5P. Source: OMol25; level of theory: wB97M-V/def2-TZVPD.

The SMILES is [H]/P=C1/C#CC=CC1. Its orbital gap is 7.353 eV. The molar mass comes out at 108.1 g mol⁻¹. The energy comes out at -15585.692 eV.

Structure (XYZ):
```
12
Properties=species:S:1:pos:R:3:forces:R:3
H 1.197 0.348 0.382 1.577 0.787 0.058
C 0.271 0.364 -1.769 0.435 1.969 1.349
H -0.329 -0.876 1.617 -0.610 -0.316 -2.048
C -0.364 -1.967 -1.648 0.099 1.915 -0.598
H -0.438 1.185 0.135 1.664 -1.232 -0.075
C -0.148 -0.856 -2.171 -0.035 -4.507 0.629
H 0.256 2.470 -1.534 0.453 1.090 0.452
H -1.111 -2.930 0.229 0.815 0.487 -0.034
C 0.280 0.301 -0.128 -3.885 1.003 -1.609
C -0.581 -2.063 -0.204 -1.656 -1.033 -0.143
P 0.441 1.750 -2.700 -0.124 -0.159 -0.113
C -0.365 -0.922 0.457 1.267 -0.005 2.132
```
Forces are in eV/Å.

Atomic partial charges in e from the Mulliken method, atoms 1 to 4:
1 H 0.34
2 C 0.21
3 H 0.26
4 C -0.56